P:
This record from the OMol25 dataset describes Cl3CuF2NO4S2 as an isolated structure. The level of theory is ωB97M-V/def2-TZVPD.

```
! RIJCOSX wB97M-V def2-TZVPD def2/J DEFGRID3
* xyz -3 1
Cu 0.3339 -2.7944 0.3616
Cl -1.9766 -5.0118 -2.4787
Cl -1.5519 -3.3956 4.2158
Cl 3.8158 -5.4092 0.6724
N 0.3786 0.9711 0.0642
S 0.1620 2.1939 0.7963
O -1.2230 2.6349 1.0378
O 1.1484 3.2573 0.4962
F 0.6255 1.6776 2.2200
S -0.1017 1.5508 -1.4760
O 0.6347 1.0129 -2.6591
O -0.8458 2.7559 -1.7253
F -1.4002 0.5565 -1.5252
*
```

Properties
- LUMO energy: 4.8 eV
- Kohn-Sham gap: 0.1981 Eh

---

Q:
This record from the OMol25 dataset describes Cl3CuF2NO4S2 as an isolated structure. The level of theory is ωB97M-V/def2-TZVPD.

```
! RIJCOSX wB97M-V def2-TZVPD def2/J DEFGRID3
* xyz -3 1
Cu -1.0633 1.2458 -1.1942
Cl -2.4064 2.9186 0.7757
Cl -3.3445 0.0267 -2.2535
Cl 0.0817 2.7255 -3.3169
N 0.2595 -0.2315 -0.1032
S -0.2588 -1.3412 1.0408
O -1.3248 -0.8841 1.8930
O 0.6491 -2.3105 1.6387
F -1.0714 -2.2543 -0.0081
S 1.7616 -0.1725 0.3869
O 2.6227 -1.1709 -0.1812
O 1.9278 0.2978 1.7435
F 2.1670 1.1505 -0.4216
*
```

Properties
- LUMO energy: 7.2 eV
- Kohn-Sham gap: 0.2182 Eh

---

Sorted by energy, starting with the most stable: Q, P.